Molecular formula: C22H45F9N4O22P2
Method: DFT, wB97M-V/def2-TZVPD

The energy relative to the best compared isomer or geometry (same formula, charge and spin) is 213.4 kJ/mol. As for the highest occupied orbital energy: -10.657 eV. Its SMILES is CCOC(=O)C(F)(F)F.CCOC(=O)C(F)(F)F.CCOC(=O)C(F)(F)F.COP(=O)(OC)OC.COP(=O)(OC)OC.C[N+](=O)[O-].C[N+](=O)[O-].C[N+](=O)[O-].C[N+](=O)[O-]. As for the orbital gap: 10.3 eV. The charge is 0.

```
104
C22H45F9N4O22P2 | the Open Molecules 2025 dataset | wB97M-V/def2-TZVPD
C 27.119 26.740 20.292
N 28.545 27.169 20.047
O 28.793 27.575 18.903
O 29.214 27.460 21.024
H 26.477 27.598 20.493
H 27.117 26.105 21.177
H 26.747 26.139 19.462
C 22.942 29.516 23.914
N 24.098 30.522 23.780
O 24.930 30.330 22.907
O 24.099 31.455 24.572
H 22.609 29.332 22.892
H 22.105 29.894 24.501
H 23.305 28.580 24.338
C 31.938 24.907 28.528
N 30.964 23.772 28.784
O 30.795 22.988 27.841
O 30.350 23.738 29.839
H 32.186 25.362 29.487
H 31.413 25.654 27.932
H 32.885 24.520 28.151
C 23.481 24.044 23.298
N 22.356 25.071 23.202
O 21.250 24.728 22.824
O 22.615 26.224 23.519
H 23.312 23.550 24.255
H 24.446 24.533 23.164
H 23.474 23.292 22.509
C 34.765 27.294 28.576
O 33.725 27.318 27.641
P 33.694 28.547 26.583
O 34.007 29.843 27.207
O 34.591 27.989 25.395
C 34.260 26.820 24.626
O 32.172 28.466 25.993
C 31.089 28.562 26.898
H 35.782 27.285 28.182
H 34.641 26.418 29.212
H 34.692 28.131 29.270
H 33.635 26.144 25.209
H 35.145 26.207 24.458
H 33.779 27.123 23.696
H 30.557 27.617 27.012
H 30.428 29.338 26.513
H 31.432 28.885 27.881
C 27.302 25.806 30.033
O 26.028 26.341 30.344
P 25.399 26.298 31.832
O 26.365 26.527 32.935
O 24.182 27.386 31.828
C 24.482 28.735 31.947
O 24.573 24.926 31.843
C 25.308 23.749 31.783
H 27.840 26.468 29.355
H 27.187 24.910 29.422
H 27.896 25.506 30.897
H 25.516 29.079 31.921
H 24.230 28.798 33.005
H 23.824 29.400 31.388
H 26.392 23.831 31.706
H 25.041 23.258 30.847
H 25.074 23.037 32.575
C 31.807 25.175 21.054
C 31.071 23.867 21.015
O 31.501 23.180 22.209
C 31.505 21.823 22.281
O 30.932 21.065 21.426
C 32.141 21.358 23.615
F 32.848 22.233 24.244
F 31.192 20.958 24.470
F 32.993 20.378 23.378
H 31.395 25.848 21.806
H 31.588 25.701 20.125
H 32.889 25.198 21.181
H 31.380 23.343 20.111
H 29.987 23.985 20.994
C 29.937 24.425 25.246
C 28.546 24.539 25.888
O 27.966 25.860 25.681
C 27.398 26.251 24.511
O 26.849 25.497 23.706
C 27.242 27.817 24.505
F 25.985 28.070 24.944
F 28.020 28.356 25.471
F 27.557 28.307 23.293
H 29.963 24.715 24.196
H 30.340 23.417 25.350
H 30.604 25.161 25.696
H 28.493 24.260 26.941
H 27.946 23.818 25.332
C 18.692 25.433 29.113
C 19.577 25.026 27.929
O 20.575 26.044 27.785
C 21.797 25.855 27.145
O 22.200 24.741 26.742
C 22.710 27.161 27.176
F 23.899 26.960 26.615
F 22.074 28.129 26.500
F 22.834 27.515 28.454
H 19.184 25.019 29.993
H 17.681 25.032 29.035
H 18.674 26.501 29.328
H 19.009 24.961 27.001
H 20.020 24.075 28.225
```